No. 1
{"formula": "C36H72AsF6O18S9", "method": "the ωB97M-V functional and the def2-TZVPD basis", "e_above_lowest_ev": 0.402, "charge": -1, "homo_ev": -7.31, "lumo_energy_ev": 1.80, "symbols": ["As", "F", "F", "F", "F", "F", "F", "C", "C", "C", "S", "O", "O", "C", "H", "H", "H", "H", "H", "H", "H", "H", "C", "C", "C", "S", "O", "O", "C", "H", "H", "H", "H", "H", "H", "H", "H", "C", "C", "C", "S", "O", "O", "C", "H", "H", "H", "H", "H", "H", "H", "H", "C", "C", "C", "S", "O", "O", "C", "H", "H", "H", "H", "H", "H", "H", "H", "C", "C", "C", "S", "O", "O", "C", "H", "H", "H", "H", "H", "H", "H", "H", "C", "C", "C", "S", "O", "O", "C", "H", "H", "H", "H", "H", "H", "H", "H", "C", "C", "C", "S", "O", "O", "C", "H", "H", "H", "H", "H", "H", "H", "H", "C", "C", "C", "S", "O", "O", "C", "H", "H", "H", "H", "H", "H", "H", "H", "C", "C", "C", "S", "O", "O", "C", "H", "H", "H", "H", "H", "H", "H", "H"], "positions_angstrom": [[-0.7634, 0.3096, -0.3270], [-1.4387, 0.5212, 1.2522], [0.5586, 1.2060, 0.2512], [0.0021, 0.0105, -1.8322], [-2.1656, -0.5484, -0.8124], [-1.4834, 1.7381, -0.9465], [-0.0230, -1.1614, 0.2213], [3.3157, -2.9872, 0.9633], [2.5995, -4.1875, 0.3352], [2.7263, -4.0467, -1.1649], [4.3044, -3.2281, -1.4956], [4.0596, -2.0258, -2.2669], [5.4025, -4.0777, -1.8316], [4.5755, -2.7224, 0.2161], [3.5238, -3.1073, 2.0291], [2.6092, -2.1481, 0.9735], [1.5550, -4.1499, 0.6573], [2.9598, -5.1543, 0.7056], [1.9833, -3.2884, -1.4347], [2.6228, -4.9095, -1.8127], [4.9743, -1.7231, 0.3258], [5.3602, -3.4167, 0.5268], [5.6071, 2.3391, -1.3310], [4.3154, 2.1213, -2.1370], [3.2623, 1.5767, -1.1911], [3.6962, 2.1482, 0.4832], [4.2269, 1.0558, 1.2788], [2.6919, 2.9687, 1.0690], [5.0895, 3.0992, -0.1134], [6.3307, 2.9769, -1.8246], [5.9612, 1.3645, -0.9984], [4.4602, 1.3730, -2.9217], [4.0431, 3.0715, -2.5954], [3.2035, 0.5001, -1.1462], [2.3169, 2.0592, -1.4255], [5.8635, 3.1714, 0.6521], [4.6693, 4.0847, -0.3239], [-4.8004, 3.7722, 1.3081], [-4.6522, 5.0528, 0.4972], [-3.4850, 5.8437, 1.0750], [-2.4694, 4.6881, 2.0304], [-2.7604, 4.8770, 3.4285], [-1.1017, 4.6411, 1.6462], [-3.4093, 3.2383, 1.4847], [-5.4100, 3.0176, 0.8063], [-5.2832, 3.9924, 2.2638], [-5.5476, 5.6548, 0.3861], [-4.3043, 4.7891, -0.5078], [-3.7716, 6.6318, 1.7686], [-2.8121, 6.2521, 0.3235], [-3.2253, 2.4267, 2.1790], [-2.9876, 3.0044, 0.5020], [-2.4056, -1.4059, 3.6069], [-1.7587, -2.2191, 2.4885], [-0.4433, -2.8278, 2.9739], [-0.8215, -3.2852, 4.6893], [0.2080, -2.8961, 5.5996], [-1.2916, -4.6447, 4.6577], [-2.2286, -2.1836, 4.9212], [-3.4588, -1.2451, 3.3844], [-1.9481, -0.4303, 3.7492], [-1.6756, -1.6091, 1.5846], [-2.3995, -3.0591, 2.1753], [0.4055, -2.1502, 2.9142], [-0.2461, -3.7634, 2.4574], [-2.0052, -1.4427, 5.6820], [-3.0968, -2.7636, 5.2173], [1.1692, 4.3058, -4.0124], [1.0010, 5.8164, -3.8402], [1.1156, 6.0973, -2.3556], [0.1053, 4.7922, -1.6498], [-1.2420, 5.2859, -1.5562], [0.7078, 4.2514, -0.4901], [0.1750, 3.6632, -3.0730], [2.1952, 4.0577, -3.7187], [1.0306, 3.9779, -5.0389], [0.0092, 6.0749, -4.2313], [1.7105, 6.3893, -4.4414], [0.6932, 7.0420, -2.0325], [2.1473, 5.9867, -2.0257], [-0.8290, 3.6482, -3.4796], [0.4673, 2.6954, -2.6783], [3.5426, -0.6786, -5.2410], [2.3653, -0.3728, -4.2751], [1.3078, -1.4678, -4.3918], [2.0185, -2.8183, -5.3630], [1.4898, -2.8543, -6.7053], [2.0258, -4.0504, -4.6137], [3.7048, -2.1651, -5.3248], [4.4449, -0.1315, -4.9600], [3.2780, -0.2502, -6.2140], [1.9109, 0.4998, -4.7709], [2.6434, -0.0246, -3.2919], [0.3618, -1.2128, -4.8526], [1.1225, -1.8654, -3.3973], [4.2628, -2.6015, -6.1491], [4.0774, -2.5792, -4.3946], [-1.0736, -3.9436, -0.9936], [-0.4925, -5.3607, -1.1653], [-0.3103, -5.6223, -2.6662], [-1.5533, -4.6104, -3.5243], [-2.6422, -5.4456, -3.9453], [-0.8381, -3.7280, -4.3798], [-2.1379, -3.7486, -2.0440], [-0.2802, -3.2372, -1.2758], [-1.3762, -3.7388, 0.0266], [-1.2258, -6.0743, -0.7696], [0.4665, -5.5081, -0.6704], [-0.5079, -6.6563, -2.9328], [0.6728, -5.3164, -3.0180], [-3.1029, -4.2088, -1.8314], [-2.3057, -2.7132, -2.3388], [2.2034, 1.3512, 5.4809], [1.6295, 0.0375, 4.9885], [0.7736, 0.3005, 3.8017], [0.0154, 1.9384, 4.1136], [-1.3923, 1.8350, 4.4028], [0.4912, 2.8612, 3.1596], [0.9668, 2.2106, 5.6107], [3.0002, 1.6491, 4.8049], [2.5886, 1.2562, 6.4994], [1.0110, -0.4455, 5.7565], [2.3188, -0.7906, 4.7938], [-0.1221, -0.2885, 3.6379], [1.2387, 0.4428, 2.8254], [0.3544, 1.8250, 6.4358], [1.0890, 3.2593, 5.8755], [-4.7634, -1.3094, 0.3100], [-5.9824, -2.0804, 0.8029], [-6.0502, -1.9112, 2.3009], [-5.9255, -0.1068, 2.4163], [-5.2918, 0.3297, 3.6250], [-7.1817, 0.4310, 1.9750], [-4.7399, 0.0292, 1.0417], [-4.7395, -1.2256, -0.7770], [-3.8048, -1.7860, 0.5347], [-6.0041, -3.1332, 0.5085], [-6.8807, -1.6552, 0.3431], [-5.2063, -2.3916, 2.7877], [-7.0184, -2.1292, 2.7456], [-3.7689, 0.1852, 1.5128], [-4.9243, 0.9424, 0.4825]], "lowdin_charge": [0.67, -0.22, -0.20, -0.23, -0.22, -0.22, -0.25, -0.22, -0.21, -0.21, 0.69, -0.33, -0.31, -0.22, 0.12, 0.11, 0.09, 0.12, 0.10, 0.10, 0.10, 0.10, -0.20, -0.21, -0.21, 0.65, -0.34, -0.29, -0.25, 0.11, 0.12, 0.10, 0.10, 0.09, 0.08, 0.11, 0.11, -0.23, -0.21, -0.22, 0.65, -0.32, -0.30, -0.23, 0.10, 0.12, 0.11, 0.11, 0.10, 0.08, 0.09, 0.10, -0.20, -0.24, -0.21, 0.67, -0.32, -0.33, -0.19, 0.07, 0.08, 0.06, 0.11, 0.08, 0.09, 0.10, 0.10, -0.23, -0.24, -0.22, 0.64, -0.32, -0.29, -0.21, 0.10, 0.11, 0.12, 0.11, 0.10, 0.10, 0.11, 0.08, -0.22, -0.21, -0.21, 0.67, -0.32, -0.34, -0.23, 0.11, 0.11, 0.11, 0.07, 0.10, 0.08, 0.11, 0.06, -0.21, -0.20, -0.20, 0.68, -0.33, -0.31, -0.22, 0.10, 0.10, 0.12, 0.08, 0.10, 0.07, 0.10, 0.10, -0.21, -0.24, -0.21, 0.66, -0.31, -0.28, -0.24, 0.12, 0.11, 0.11, 0.12, 0.05, 0.11, 0.11, 0.11, -0.21, -0.24, -0.21, 0.66, -0.31, -0.32, -0.21, 0.12, 0.09, 0.12, 0.12, 0.10, 0.11, 0.07, 0.09]}

No. 2
{"formula": "C6H8N", "method": "the ωB97M-V functional and the def2-TZVPD basis", "e_above_lowest_ev": 7.494, "charge": 1, "homo_ev": [-13.50, -13.19], "lumo_energy_ev": [-6.20, -6.40], "symbols": ["C", "C", "C", "C", "C", "C", "N", "H", "H", "H", "H", "H", "H", "H", "H"], "positions_angstrom": [[1.8262, -0.5048, -0.6691], [3.4960, -0.2480, 1.0824], [-0.0370, -0.7464, -0.5044], [-2.0232, 0.9734, 0.3732], [-2.4733, 0.4533, -0.9930], [-1.2589, 0.0064, -0.3713], [2.5031, -0.3757, 0.3196], [3.8455, 0.7360, 1.3622], [4.0042, -1.1214, 1.4680], [-0.0977, -1.4349, -1.3449], [0.1477, -1.2307, 0.4597], [-1.6214, 1.9753, 0.4779], [-2.5802, 0.6638, 1.2480], [-3.3236, -0.2175, -1.0264], [-2.4073, 1.0711, -1.8820]], "nbo_charge": [0.41, 0.05, -0.54, -0.48, -0.47, 0.35, -0.43, 0.23, 0.23, 0.26, 0.29, 0.27, 0.28, 0.28, 0.27]}

No. 3
{"formula": "C12H35CrCu5NO17P3", "method": "the ωB97M-V functional and the def2-TZVPD basis", "charge": -2, "spin_multiplicity": 5, "homo_ev": [0.39, -1.55], "s2": 6.040, "lumo_energy_ev": [3.23, 3.20], "symbols": ["Cr", "Cu", "Cu", "Cu", "Cu", "Cu", "P", "O", "O", "O", "O", "P", "O", "O", "O", "O", "P", "O", "O", "O", "O", "C", "C", "O", "H", "H", "H", "H", "H", "H", "C", "C", "O", "H", "H", "H", "H", "H", "H", "C", "C", "O", "H", "H", "H", "H", "H", "H", "C", "C", "O", "H", "H", "H", "H", "H", "H", "C", "C", "C", "O", "C", "N", "H", "H", "H", "H", "H", "H", "H", "H", "H", "H", "H"], "positions_angstrom": [[-2.0986, 0.3151, -2.0581], [-0.8497, -2.5632, -1.8112], [-1.2583, 1.1525, 1.9899], [-0.2672, -1.6081, 2.4725], [-4.0863, 0.6577, 0.5655], [-3.0358, -2.1800, 0.9054], [-4.2082, -1.1126, -1.7400], [-4.6004, -1.3292, -0.2397], [-4.0462, 0.4470, -1.7553], [-5.2801, -1.6307, -2.6554], [-2.7624, -1.5827, -2.1330], [-0.5369, -0.4238, -0.0772], [-1.7945, 0.4770, -0.0020], [-0.1987, -0.2465, -1.5863], [-0.8830, -1.9310, 0.2700], [0.4977, 0.0568, 0.9578], [-2.4981, -0.6967, 3.6452], [-3.1601, 0.2103, 2.5544], [-3.3892, -0.7162, 4.8907], [-1.1186, 0.0236, 3.9278], [-2.2791, -2.0422, 2.9085], [0.0291, -4.9878, 2.1916], [-0.5507, -4.9474, 3.6067], [-0.4624, -3.6685, 4.1780], [1.1257, -4.9492, 2.2487], [-0.2949, -4.1230, 1.6149], [-0.1449, -5.9419, 1.6858], [-0.1419, -5.7187, 4.2703], [-1.5974, -5.2712, 3.4786], [-1.3127, -3.2099, 3.9865], [1.0134, 4.2271, 2.9209], [1.5343, 3.3399, 1.7935], [0.4900, 2.5752, 1.2008], [1.8855, 4.7125, 3.3601], [0.3693, 3.6931, 3.6170], [0.3600, 4.9972, 2.4983], [2.2702, 2.6193, 2.1659], [1.9460, 3.9320, 0.9670], [0.7047, 1.6101, 1.1304], [4.0333, 2.0429, -1.7793], [2.5875, 1.5558, -1.5991], [2.2591, 0.5211, -2.5029], [4.0842, 2.8079, -2.5538], [4.6906, 1.1817, -1.9148], [4.4007, 2.5491, -0.8812], [2.0000, 2.4609, -1.8343], [2.3993, 1.2205, -0.5793], [1.3585, 0.2070, -2.2125], [3.6713, -3.2456, 2.7536], [3.3946, -1.7613, 2.5230], [2.0227, -1.4698, 2.5584], [3.2372, -3.8966, 1.9945], [3.2086, -3.4856, 3.7150], [4.7326, -3.5006, 2.7769], [3.7656, -1.5126, 1.5197], [3.9541, -1.1601, 3.2451], [1.7309, -0.9759, 1.7668], [0.1005, 1.0988, -5.6295], [-0.5762, 1.1363, -4.2826], [-0.9586, 2.5319, -3.7023], [-1.4282, 2.2950, -2.3815], [-1.7557, 3.4163, -1.5782], [-1.8290, 0.3339, -4.2768], [-0.5507, 1.5330, -6.3990], [0.4225, 0.1008, -5.9193], [1.0095, 1.7095, -5.5973], [0.1782, 0.6817, -3.6437], [-1.7577, 2.9673, -4.3109], [-0.0611, 3.1533, -3.6707], [-2.4591, 4.1206, -2.0282], [-0.8450, 3.9497, -1.2853], [-2.1606, 2.9837, -0.6619], [-1.6614, -0.5303, -4.7878], [-2.5681, 0.8142, -4.7850]], "lowdin_charge": [0.83, 0.08, 0.33, 0.28, 0.43, 0.39, 0.03, -0.37, -0.39, -0.35, -0.43, 0.19, -0.36, -0.42, -0.38, -0.32, 0.01, -0.41, -0.42, -0.39, -0.40, -0.07, -0.33, -0.09, 0.05, 0.06, 0.07, 0.10, 0.11, 0.05, -0.08, -0.30, -0.14, 0.07, 0.08, 0.07, 0.12, 0.10, 0.01, -0.09, -0.33, -0.11, 0.06, 0.07, 0.06, 0.10, 0.10, 0.03, -0.09, -0.31, -0.09, 0.06, 0.08, 0.06, 0.11, 0.10, 0.05, -0.05, -0.39, -0.13, -0.28, -0.04, 0.06, 0.08, 0.09, 0.08, 0.10, 0.14, 0.14, 0.10, 0.10, 0.09, 0.11, 0.12]}

No. 4
{"formula": "C14H12AsF5N2O5PdSe", "method": "the ωB97M-V functional and the def2-TZVPD basis", "charge": -2, "homo_ev": -1.42, "lumo_energy_ev": 4.27, "symbols": ["Pd", "O", "C", "O", "C", "C", "N", "N", "C", "C", "O", "O", "H", "H", "H", "C", "As", "C", "C", "O", "H", "H", "H", "H", "H", "H", "H", "H", "H", "F", "C", "C", "F", "C", "F", "C", "Se", "C", "F", "C", "F"], "positions_angstrom": [[0.1447, 0.5620, -0.5757], [-4.7290, 0.4186, -5.4551], [-4.5889, -0.6829, -4.8387], [-5.1799, -1.7434, -5.0764], [-3.5832, -0.7020, -3.7068], [-3.3185, -1.8283, -2.9663], [-2.3830, -1.4891, -2.0585], [-2.0046, -0.2189, -2.1505], [-2.7237, 0.2885, -3.1446], [-2.5379, 1.7388, -3.4960], [-3.2606, 2.1727, -4.5095], [-1.7789, 2.4502, -2.8798], [-3.8771, 1.4226, -4.9208], [-3.7412, -2.8146, -3.0423], [-1.9520, -2.0528, -1.3448], [3.2833, 1.4961, 0.0646], [2.4933, -0.1498, -0.6128], [4.2021, -0.9545, -1.2416], [2.1924, -1.4790, 0.7977], [1.6706, -0.0728, -2.0913], [3.7821, 1.3056, 1.0151], [2.4924, 2.2277, 0.1988], [4.0090, 1.8344, -0.6759], [4.9160, -1.0304, -0.4170], [4.6205, -0.3419, -2.0400], [3.9880, -1.9504, -1.6318], [3.0442, -2.1571, 0.8865], [1.2835, -2.0128, 0.5279], [2.0012, -0.9545, 1.7314], [1.1642, 0.6171, 7.0631], [0.6677, 0.5902, 5.8072], [1.4035, 1.0740, 4.7443], [2.6318, 1.5833, 4.9696], [0.8827, 1.0424, 3.4608], [1.6682, 1.5552, 2.4983], [-0.3788, 0.5320, 3.1570], [-1.1790, 0.4496, 1.4315], [-1.0878, 0.0574, 4.2671], [-2.3162, -0.4654, 4.1159], [-0.5935, 0.0802, 5.5566], [-1.3271, -0.3979, 6.5828]], "nbo_charge": [0.10, -0.76, 0.77, -0.73, -0.25, -0.03, -0.32, -0.23, 0.00, 0.76, -0.72, -0.61, 0.50, 0.22, 0.41, -0.99, 1.83, -1.03, -0.99, -1.12, 0.22, 0.26, 0.21, 0.20, 0.22, 0.22, 0.20, 0.25, 0.24, -0.32, 0.21, 0.30, -0.32, 0.27, -0.31, -0.28, -0.29, 0.29, -0.31, 0.25, -0.31]}

Result set for energy: -9188.0207, -287.6808, -12083.5080, -6290.8709 a.u., one per record in the order listed.
Result set for molar mass: 1270.47, 94.14, 928.05, 643.55 g mol⁻¹, one per record in the order listed.